Computed, not measured: a structure of composition C56H55GeIrN6O2PS in a non-equilibrium geometry, with ωB97M-V/def2-TZVPD.

CARTESIAN COORDINATES (ANGSTROEM)
1 Ir -1.473 0.455 -0.698
2 C -1.098 6.346 -1.612
3 C -1.374 6.170 -0.262
4 C -1.708 4.919 0.229
5 C -1.748 3.837 -0.640
6 C -1.461 3.998 -1.985
7 C -1.146 5.258 -2.472
8 N -2.119 2.537 -0.153
9 N -3.010 2.595 0.718
10 C -3.383 1.377 1.281
11 C -4.252 1.433 2.372
12 C -4.458 0.291 3.117
13 C -3.742 -0.859 2.791
14 C -2.894 -0.895 1.694
15 C -2.748 0.206 0.850
16 H -0.842 7.327 -1.989
17 H -1.324 7.012 0.416
18 H -1.912 4.768 1.279
19 H -1.497 3.148 -2.646
20 H -0.931 5.389 -3.525
21 H -4.710 2.378 2.632
22 H -5.123 0.300 3.970
23 H -3.838 -1.742 3.411
24 H -2.332 -1.803 1.521
25 C -3.795 -0.006 -7.259
26 C -2.814 0.522 -6.270
27 C -1.582 1.028 -6.565
28 C -0.792 1.521 -5.509
29 N -1.191 1.481 -4.245
30 C -2.370 0.943 -3.951
31 S -3.069 0.865 -2.388
32 N -3.168 0.488 -4.962
33 C 0.537 2.142 -5.783
34 H -3.396 0.064 -8.266
35 H -4.726 0.562 -7.211
36 H -4.025 -1.051 -7.045
37 H -1.236 1.066 -7.587
38 H -4.072 0.118 -4.692
39 H 1.186 1.426 -6.290
40 H 0.999 2.460 -4.853
41 H 0.420 3.001 -6.447
42 C -2.002 -2.179 -2.986
43 P -1.766 -1.789 -1.205
44 C -3.336 -2.555 -0.629
45 C -3.354 -3.804 -0.016
46 C -4.556 -4.381 0.373
47 C -5.753 -3.720 0.150
48 C -5.743 -2.473 -0.460
49 C -4.546 -1.896 -0.847
50 C -0.464 -2.939 -0.659
51 C 0.487 -2.492 0.258
52 C 1.492 -3.350 0.688
53 C 1.569 -4.642 0.195
54 C 0.634 -5.090 -0.730
55 C -0.378 -4.245 -1.152
56 H -2.063 -3.260 -3.095
57 H -1.223 -1.790 -3.637
58 H -2.965 -1.765 -3.280
59 H -2.430 -4.321 0.203
60 H -4.550 -5.347 0.860
61 H -6.688 -4.170 0.457
62 H -6.671 -1.940 -0.623
63 H -4.559 -0.912 -1.294
64 H 0.438 -1.480 0.643
65 H 2.210 -3.012 1.424
66 H 2.355 -5.304 0.536
67 H 0.687 -6.100 -1.116
68 H -1.106 -4.620 -1.859
69 C 1.373 2.695 -1.335
70 C 1.375 1.340 -1.934
71 N 0.412 0.430 -1.973
72 C 0.959 -0.673 -2.602
73 C 2.236 -0.419 -2.975
74 N 2.479 0.863 -2.549
75 H 0.716 3.362 -1.888
76 H 2.383 3.107 -1.360
77 H 1.036 2.660 -0.296
78 H 0.449 -1.608 -2.708
79 H 2.982 -1.035 -3.443
80 H 3.357 1.354 -2.581
81 O 0.348 2.491 1.672
82 C 0.026 1.320 1.763
83 O 0.014 0.490 0.738
84 C -0.301 0.730 3.114
85 C 0.887 0.895 4.047
86 Ge 2.564 0.131 3.389
87 C 3.965 0.567 4.679
88 C 3.715 0.421 6.044
89 C 4.697 0.695 6.984
90 C 5.953 1.119 6.570
91 C 6.220 1.263 5.217
92 C 5.232 0.989 4.280
93 C 2.427 -1.820 3.287
94 C 3.552 -2.576 2.949
95 C 3.500 -3.963 2.916
96 C 2.314 -4.621 3.220
97 C 1.188 -3.886 3.559
98 C 1.248 -2.498 3.591
99 C 3.121 0.823 1.643
100 C 3.229 -0.005 0.528
101 C 3.745 0.472 -0.672
102 C 4.143 1.796 -0.777
103 C 4.008 2.645 0.315
104 C 3.504 2.158 1.513
105 H -0.591 -0.311 3.013
106 H -1.166 1.270 3.512
107 H 0.669 0.406 5.002
108 H 1.064 1.947 4.277
109 H 2.742 0.085 6.387
110 H 4.485 0.577 8.039
111 H 6.721 1.334 7.301
112 H 7.198 1.589 4.889
113 H 5.457 1.106 3.226
114 H 4.490 -2.078 2.726
115 H 4.387 -4.531 2.664
116 H 2.273 -5.702 3.201
117 H 0.264 -4.394 3.805
118 H 0.360 -1.945 3.872
119 H 2.934 -1.044 0.599
120 H 3.849 -0.201 -1.516
121 H 4.578 2.166 -1.697
122 H 4.313 3.681 0.240
123 H 3.417 2.832 2.358

Atomic forces in eV per Å
Ir -0.0490 -0.1335 -0.4486
C 0.0056 -0.0031 0.0078
C 0.0219 0.0096 -0.0051
C 0.0968 -0.0184 0.0325
C -0.0151 -0.0018 -0.1161
C -0.2266 0.0930 0.0021
C -0.0181 -0.0113 0.0113
N 0.4240 -0.1503 0.2892
N -0.1968 0.0426 -0.2867
C 0.1767 0.0783 0.1735
C 0.0219 0.0055 0.0025
C -0.0082 -0.0194 0.0063
C 0.0048 0.0117 0.0193
C -0.0161 0.0087 -0.0139
C -0.0828 0.4065 -0.0054
H 0.0002 0.0009 0.0004
H -0.0025 0.0035 -0.0025
H 0.0097 -0.0161 -0.0057
H 0.0811 -0.0685 -0.0314
H -0.0100 0.0007 -0.0010
H 0.0014 0.0027 -0.0009
H -0.0035 -0.0003 -0.0045
H 0.0036 0.0004 -0.0024
H 0.0017 -0.0103 -0.0036
C -0.0029 0.0026 -0.0025
C 0.0056 -0.0016 0.0287
C 0.0016 0.0102 -0.0231
C 0.0030 -0.0030 0.0255
N 0.1154 -0.1510 0.0203
C -0.1344 0.1520 0.0380
S -0.2169 -0.2003 0.0435
N -0.0268 0.0483 -0.0159
C 0.0064 -0.0096 -0.0009
H 0.0012 -0.0012 -0.0005
H 0.0000 0.0007 0.0005
H -0.0018 -0.0003 -0.0006
H -0.0037 0.0172 -0.0010
H 0.0146 -0.0338 -0.0049
H 0.0017 0.0003 0.0052
H 0.0110 -0.0127 0.0181
H -0.0030 -0.0041 -0.0061
C -0.0731 0.0178 0.0155
P 0.2982 -0.2159 0.1672
C 0.0089 -0.0090 -0.0415
C 0.0003 0.0251 0.1040
C -0.0030 0.0126 -0.0005
C 0.0002 -0.0088 -0.0004
C -0.0072 0.0040 -0.0087
C -0.0017 0.0036 -0.0282
C 0.0058 0.0247 -0.1137
C -0.0634 -0.2007 -0.0449
C -0.1028 0.0554 -0.3982
C -0.0855 0.0689 -0.2294
C 0.0339 -0.0119 0.0131
C -0.0218 0.0481 -0.0795
H 0.0283 -0.0054 -0.0155
H -0.0254 0.0591 0.0074
H 0.0056 -0.0239 0.0083
H -0.0089 -0.0071 -0.0214
H 0.0005 -0.0040 -0.0062
H -0.0010 0.0024 0.0075
H -0.0034 -0.0014 -0.0025
H 0.0027 -0.0195 0.0015
H -0.0127 -0.0011 -0.0250
H -0.3667 -0.0563 -0.7646
H -0.0047 0.0012 -0.0230
H -0.0049 -0.0070 -0.0135
H -0.0073 -0.0024 -0.0033
C -0.1320 0.1179 -0.1677
C 0.0615 0.1908 -0.4165
N -0.0052 0.2581 0.2235
C 0.0215 -0.0265 -0.0048
C -0.3451 0.2796 -0.2661
N -1.7114 0.3229 -2.1164
H 0.0410 -0.0672 -0.0262
H -0.4555 -0.0080 -0.1027
H 0.0114 0.0051 -0.0441
H -0.0064 -0.0021 0.0047
H -0.0072 -0.0172 -0.0454
H -0.5341 -0.0677 -0.4478
O -0.2173 0.0511 0.0325
C -0.2518 0.1267 -0.2779
O -0.2130 -0.2871 0.1529
C -0.0862 0.1411 0.0421
C 0.0971 -0.1378 0.3997
Ge 0.1431 0.0296 0.0958
C 0.0350 -0.0197 -0.0332
C -0.0138 -0.0041 -0.0079
C 0.0013 -0.0039 0.0027
C 0.0011 0.0014 -0.0054
C 0.0009 0.0012 -0.0012
C 0.0016 -0.0161 -0.0064
C -0.0203 0.0895 0.1689
C 0.2525 0.0604 0.3539
C 0.1296 -0.1185 0.3291
C 0.1139 0.0042 0.3261
C 0.0647 -0.0080 0.2098
C 0.0379 -0.0184 0.2127
C 0.0521 0.1260 -0.0626
C 0.2674 0.0013 -0.0582
C 1.2250 -0.5465 1.4522
C 0.7594 -0.1304 1.2007
C 0.3499 -0.1931 0.0364
C 0.0049 -0.0163 0.0602
H 0.0185 -0.0709 -0.1086
H -0.0250 0.0077 -0.0421
H 0.0339 0.0228 0.0163
H -0.0023 -0.0056 -0.1196
H -0.0079 -0.0002 0.0005
H -0.0007 0.0017 -0.0025
H 0.0001 -0.0009 -0.0008
H -0.0001 0.0005 0.0004
H -0.0039 0.0078 -0.0079
H -0.0070 0.0005 -0.0167
H 0.0035 0.0014 -0.0165
H -0.0051 -0.0003 -0.0044
H -0.0005 0.0025 -0.0246
H 0.0035 -0.0089 0.0050
H 0.0146 -0.0186 -0.0473
H 0.5312 -0.0842 0.9495
H 0.2100 0.2136 -0.0091
H -0.0148 0.0227 -0.0104
H -0.0039 -0.0033 -0.0203

The HOMO energy comes out at -10.329 eV. Its charge is +1.

These are the Löwdin partial charges, in e, on atoms 1 to 99: 1.01 -0.07 -0.06 -0.01 -0.25 -0.08 -0.08 -0.08 0.12 -0.29 -0.01 -0.07 -0.06 -0.13 -0.28 0.11 0.11 0.11 0.05 0.10 0.12 0.11 0.11 0.09 0.01 -0.24 0.05 -0.26 0.13 -0.68 0.73 0.11 0.00 0.09 0.10 0.10 0.13 0.15 0.10 0.08 0.10 -0.23 0.90 -0.36 -0.08 -0.06 -0.07 -0.06 -0.11 -0.36 -0.06 -0.08 -0.05 -0.06 -0.11 0.05 0.03 0.02 0.10 0.11 0.11 0.11 0.04 0.08 0.04 0.11 0.11 0.10 0.04 -0.35 -0.01 -0.13 -0.08 0.03 0.06 0.07 0.07 0.06 0.12 0.11 0.06 -0.63 -0.26 -0.17 -0.24 1.03 -0.27 -0.11 -0.09 -0.09 -0.08 -0.11 -0.26 -0.12 -0.09 -0.10 -0.08 -0.10 -0.25

***

Computed, not measured: a cluster of 2 separate species, C9H16N4 in total in a non-equilibrium geometry, with ωB97M-V/def2-TZVPD.

CARTESIAN COORDINATES (ANGSTROEM)
1 C 0.736 2.169 2.738
2 C -0.650 1.955 2.766
3 C 1.291 1.242 1.901
4 C 0.415 -2.051 0.968
5 C 0.520 1.049 -1.520
6 C 0.172 -0.779 0.853
7 C 0.409 -3.174 0.021
8 C 0.750 -0.300 -2.142
9 C -1.523 -0.544 -1.383
10 N -0.904 0.908 2.016
11 N 0.278 0.389 1.525
12 N -0.299 1.843 -2.344
13 N -0.172 -0.153 -1.018
14 H 1.364 2.915 3.282
15 H -1.354 2.476 3.218
16 H 2.212 0.946 1.499
17 H 0.528 -2.182 2.065
18 H 1.143 1.531 -0.877
19 H 0.688 -2.977 -0.920
20 H 0.873 -3.998 0.368
21 H -0.572 -3.657 -0.116
22 H -1.829 0.641 1.713
23 H 0.366 -0.505 -3.048
24 H 1.772 -0.839 -1.976
25 H -2.121 0.275 -0.901
26 H -1.718 -0.457 -2.381
27 H -1.874 -1.503 -1.220
28 H -0.804 2.604 -1.976
29 H 0.305 2.175 -3.114

Atomic forces in eV per Å
C 1.6992 1.3090 0.6164
C 4.0455 -1.9303 -1.9746
C -1.9766 -1.2868 0.3075
C -0.4284 0.0784 1.4920
C -3.0605 -1.2033 -2.8021
C 0.6794 1.5391 -4.7672
C -3.2023 0.6300 1.6847
C 5.3400 -0.0144 4.1822
C -1.0227 4.1151 2.1834
N 0.3231 0.3267 0.3806
N -2.1208 0.3719 0.5086
N 1.2003 -0.2810 -1.8327
N 0.8909 -3.3807 2.0443
H -1.0610 -0.5706 -0.5729
H -3.3109 2.3228 2.0669
H 1.5681 0.2138 0.1002
H 0.2341 -0.7209 -0.4881
H 2.0490 0.6902 2.0586
H 1.3970 1.1690 -3.3778
H 2.3776 -2.4303 1.4373
H -0.4167 0.7508 0.3606
H 0.0189 -0.7019 -0.1508
H -1.6769 -0.4872 -2.8817
H -2.0119 1.0861 -0.0210
H -0.3514 -1.2446 -0.3436
H -0.0375 0.8440 -2.8944
H 0.0729 -2.0769 1.5178
H -0.3448 0.9761 0.8497
H -0.8736 -0.0942 0.3163

The HOMO energy comes out at -17.016 eV. Its charge is +2.

Here is what natural (NBO) gives for the atomic charges, in e: -0.28 0.15 0.09 -0.08 0.11 0.36 -0.67 -0.21 -0.42 -0.27 -0.21 -0.84 -0.30 0.31 0.26 0.27 0.29 0.20 0.24 0.28 0.29 0.47 0.24 0.24 0.20 0.25 0.24 0.39 0.41

***

Computed, not measured: a cluster of 2 separate species, C2H9N2O3P in total in a non-equilibrium geometry, with ωB97M-V/def2-TZVPD.

CARTESIAN COORDINATES (ANGSTROEM)
1 C 1.255 -1.656 0.228
2 C -2.215 0.080 0.575
3 N 1.333 1.644 -2.489
4 N 0.367 1.633 -1.659
5 O 0.303 -0.048 2.469
6 O 0.713 -0.712 -0.736
7 O -1.305 0.615 -0.453
8 P 0.264 0.719 -0.172
9 H 2.177 -2.006 -0.227
10 H 0.491 -2.496 0.146
11 H 1.084 -1.197 1.228
12 H -2.450 0.887 1.334
13 H -1.544 -0.622 1.086
14 H -3.021 -0.317 0.046
15 H 1.139 0.201 2.895
16 H 1.410 0.683 -2.760
17 H -0.001 2.590 -1.510

Atomic forces in eV per Å
C -2.4174 -1.2088 -0.8721
C 3.2245 1.5997 1.4519
N 0.2340 0.5105 -1.5304
N -0.2033 1.9236 0.7921
O -0.2268 0.3439 -0.7111
O 0.7128 0.7491 0.0334
O -1.7165 0.6116 0.9903
P -0.9425 -1.0596 0.3148
H 0.4004 0.1196 0.8649
H 1.1478 0.5964 0.3428
H 1.2104 -0.6437 -0.3347
H -0.0926 -0.9091 -1.0783
H -1.1477 -0.4189 0.2754
H -1.3122 -0.6642 -0.4677
H -0.1094 0.1696 -0.2550
H 1.0361 -1.1258 -0.0053
H 0.2024 -0.5939 0.1891

The HOMO energy (alpha / beta) comes out at -7.657 / -9.636 eV.

Here is what natural (NBO) gives for the atomic charges, in e: -0.31 -0.25 -0.35 -0.57 -0.88 -0.84 -0.84 1.67 0.20 0.18 0.26 0.20 0.20 0.20 0.44 0.31 0.38

***

Calculated calculated total energy, -5566.62136; -570.74444; -758.02180 Ha (same order as the records).